a | Formula: C34H68F2N3O5S2
Source: the OMol25 dataset
Level of theory: ωB97M-V/def2-TZVPD

Structure (ORCA input):
```
! RIJCOSX wB97M-V def2-TZVPD def2/J DEFGRID3
* xyz 1 1
C 1.499 2.114 3.266
C 1.416 1.984 1.756
F 1.316 3.246 1.210
C 0.238 1.078 1.431
N -0.221 0.994 0.011
C -0.655 -0.415 -0.425
C 0.205 -1.607 0.009
C -0.608 -2.717 0.725
S -0.286 -4.368 0.014
C 1.456 -4.680 0.438
S 2.634 -3.956 -0.391
N 1.628 -5.576 1.493
C 2.587 -6.675 1.231
C 3.428 -6.938 2.471
O 2.671 -7.068 3.645
C 1.751 -6.005 3.833
C 1.870 -4.925 2.777
C 0.789 1.438 -1.002
C 0.525 2.399 -1.952
C 1.539 2.660 -2.848
C 2.720 1.965 -2.761
N 3.006 1.041 -1.843
C 2.004 0.814 -0.994
C -1.513 1.799 -0.059
C -1.460 3.259 0.319
F -2.114 1.601 -1.258
H 0.656 2.684 3.646
H 1.479 1.132 3.725
H 2.407 2.639 3.530
H 2.363 1.558 1.443
H 0.512 0.112 1.832
H -0.572 1.389 2.081
H -1.683 -0.605 -0.143
H -0.668 -0.384 -1.504
H 0.623 -2.072 -0.874
H 1.053 -1.378 0.646
H -0.374 -2.745 1.781
H -1.677 -2.582 0.596
H 3.292 -6.470 0.428
H 2.031 -7.559 0.938
H 4.194 -6.165 2.554
H 3.959 -7.867 2.293
H 0.752 -6.426 3.707
H 1.791 -5.589 4.837
H 1.078 -4.199 2.945
H 2.822 -4.387 2.812
H -0.416 2.912 -2.004
H 1.395 3.384 -3.630
H 3.490 2.172 -3.491
H 2.194 0.074 -0.227
H -2.163 1.322 0.670
H -1.458 3.386 1.393
H -0.621 3.826 -0.065
H -2.367 3.726 -0.056
C -3.628 0.492 -7.035
C -2.929 -0.793 -6.628
O -1.786 -0.595 -5.811
C -2.007 0.051 -4.579
C -2.958 -0.688 -3.650
H -2.930 1.167 -7.531
H -4.449 0.273 -7.716
H -4.044 1.021 -6.175
H -2.562 -1.303 -7.518
H -3.631 -1.480 -6.143
H -2.347 1.082 -4.737
H -1.023 0.117 -4.106
H -3.967 -0.745 -4.060
H -3.021 -0.172 -2.691
H -2.612 -1.710 -3.482
C 2.392 -7.136 -3.436
C 2.579 -8.380 -2.587
O 1.740 -8.420 -1.443
C 0.345 -8.402 -1.690
C -0.151 -9.577 -2.516
H 2.532 -6.237 -2.831
H 3.112 -7.121 -4.254
H 1.394 -7.085 -3.873
H 3.598 -8.405 -2.200
H 2.453 -9.286 -3.190
H 0.049 -7.452 -2.151
H -0.125 -8.432 -0.706
H 0.264 -9.568 -3.525
H -1.237 -9.543 -2.603
H 0.136 -10.519 -2.048
C -5.833 6.747 -2.543
C -5.409 6.004 -1.289
O -4.009 5.785 -1.194
C -3.198 6.948 -1.172
C -3.479 7.875 -0.001
H -5.477 6.229 -3.435
H -6.919 6.818 -2.588
H -5.434 7.762 -2.570
H -5.859 5.011 -1.289
H -5.777 6.514 -0.393
H -3.276 7.488 -2.121
H -2.170 6.587 -1.103
H -4.485 8.294 -0.048
H -2.774 8.706 -0.002
H -3.389 7.337 0.944
C 2.223 5.641 8.351
C 2.979 4.586 7.564
O 2.390 4.267 6.312
C 2.274 5.334 5.391
C 3.602 5.956 4.990
H 1.184 5.340 8.496
H 2.686 5.784 9.327
H 2.219 6.605 7.842
H 2.987 3.652 8.126
H 4.026 4.878 7.430
H 1.587 6.099 5.767
H 1.803 4.903 4.505
H 4.095 6.437 5.835
H 3.447 6.713 4.221
H 4.280 5.193 4.603
*
```

For the HOMO energy, the calculation gives -10.6 eV.


b | Formula: C34H68F2N3O5S2
Source: the OMol25 dataset
Level of theory: ωB97M-V/def2-TZVPD

Structure (ORCA input):
```
! RIJCOSX wB97M-V def2-TZVPD def2/J DEFGRID3
* xyz 1 1
C -0.417 4.024 -1.691
C 0.407 2.681 -1.667
F 0.781 2.413 -2.982
C -0.492 1.631 -0.949
N -0.091 0.195 -0.997
C -0.335 -0.617 0.276
C 0.016 -0.004 1.661
C -1.186 -0.070 2.710
S -0.556 -0.821 4.291
C 0.679 0.375 4.986
S 2.192 0.430 4.355
N 0.185 1.199 6.035
C 1.037 1.199 7.247
C 1.108 2.662 7.842
O -0.162 3.269 7.995
C -0.946 3.204 6.799
C -0.172 2.550 5.591
C 1.352 -0.064 -1.332
C 1.759 -0.907 -2.433
C 3.171 -1.049 -2.528
C 4.003 -0.405 -1.582
N 3.691 0.408 -0.552
C 2.349 0.508 -0.507
C -1.051 -0.467 -1.976
C -1.099 0.076 -3.420
F -0.982 -1.849 -1.973
H -1.286 3.943 -2.390
H -0.810 4.232 -0.666
H 0.236 4.849 -2.048
H 1.329 2.937 -1.091
H -0.600 2.046 0.082
H -1.515 1.814 -1.365
H -1.379 -1.011 0.350
H 0.288 -1.534 0.159
H 0.825 -0.613 2.129
H 0.378 1.045 1.685
H -1.588 0.949 2.922
H -2.003 -0.740 2.374
H 2.094 0.890 7.089
H 0.612 0.479 7.988
H 1.825 3.269 7.234
H 1.590 2.546 8.840
H -1.786 2.493 7.018
H -1.423 4.164 6.509
H -0.880 2.435 4.730
H 0.687 3.164 5.231
H 1.048 -1.388 -3.119
H 3.602 -1.692 -3.313
H 5.095 -0.588 -1.696
H 1.979 1.171 0.309
H -2.065 -0.252 -1.556
H -1.683 1.025 -3.481
H -0.129 0.274 -3.916
H -1.637 -0.672 -4.053
C 0.462 -7.763 -1.700
C 0.727 -7.299 -0.278
O 1.342 -6.021 -0.198
C 0.621 -4.943 -0.757
C -0.733 -4.708 -0.107
H 1.384 -7.757 -2.284
H 0.051 -8.774 -1.699
H -0.252 -7.114 -2.211
H 1.416 -7.997 0.200
H -0.192 -7.317 0.318
H 0.519 -5.071 -1.840
H 1.242 -4.054 -0.608
H -1.406 -5.553 -0.260
H -1.209 -3.822 -0.531
H -0.622 -4.570 0.971
C 3.514 -2.915 6.966
C 3.158 -2.415 8.355
O 1.825 -1.940 8.465
C 0.798 -2.879 8.189
C 0.807 -4.085 9.113
H 3.329 -2.139 6.219
H 4.565 -3.204 6.922
H 2.918 -3.786 6.685
H 3.802 -1.569 8.603
H 3.354 -3.182 9.111
H 0.836 -3.189 7.138
H -0.146 -2.344 8.319
H 1.716 -4.677 8.994
H -0.044 -4.734 8.900
H 0.758 -3.768 10.157
C -2.987 -4.189 -7.699
C -3.364 -3.011 -6.818
O -2.254 -2.226 -6.406
C -1.491 -1.622 -7.439
C -2.286 -0.658 -8.302
H -2.249 -4.821 -7.201
H -3.868 -4.789 -7.928
H -2.551 -3.863 -8.645
H -3.826 -3.388 -5.903
H -4.115 -2.381 -7.306
H -1.004 -2.388 -8.051
H -0.690 -1.069 -6.942
H -3.078 -1.168 -8.852
H -1.634 -0.173 -9.031
H -2.759 0.109 -7.685
C -2.416 9.114 -4.749
C -1.458 8.755 -3.628
O -1.247 7.357 -3.482
C -0.697 6.684 -4.601
C 0.675 7.194 -5.008
H -3.373 8.606 -4.616
H -2.589 10.191 -4.770
H -2.025 8.821 -5.726
H -1.876 9.098 -2.681
H -0.501 9.273 -3.749
H -1.394 6.714 -5.446
H -0.608 5.634 -4.311
H 0.636 8.231 -5.344
H 1.077 6.594 -5.826
H 1.366 7.151 -4.163
*
```

For the HOMO energy, the calculation gives -10.7 eV.


Of them, b has the lowest stability.


a | Formula: C16H18N2O4
Source: the OMol25 dataset
Level of theory: ωB97M-V/def2-TZVPD

Structure (ORCA input):
```
! RIJCOSX wB97M-V def2-TZVPD def2/J DEFGRID3
* xyz 0 1
C 3.548 3.487 -0.959
C 3.991 2.378 -0.402
C 3.348 1.717 0.780
N 3.104 0.303 0.524
C 2.083 -0.071 -0.308
O 1.351 0.957 -0.764
C 1.842 -1.372 -0.626
C 0.722 -1.785 -1.552
C -0.611 -1.248 -1.103
C -1.109 -1.579 0.150
C -2.318 -1.080 0.599
C -3.064 -0.227 -0.210
O -4.257 0.325 0.124
C -4.829 0.023 1.382
C -6.152 0.765 1.477
C -2.572 0.107 -1.473
C -1.363 -0.395 -1.908
C 2.669 -2.408 -0.056
O 2.551 -3.602 -0.238
N 3.677 -1.925 0.779
C 3.957 -0.625 1.098
O 4.864 -0.309 1.831
H 4.047 3.941 -1.797
H 2.668 3.990 -0.594
H 4.873 1.876 -0.776
H 4.026 1.752 1.639
H 2.402 2.202 1.027
H 0.575 0.618 -1.241
H 0.934 -1.457 -2.574
H 0.708 -2.878 -1.548
H -0.541 -2.245 0.782
H -2.671 -1.366 1.578
H -4.993 -1.060 1.471
H -4.155 0.345 2.189
H -6.813 0.448 0.675
H -5.986 1.835 1.386
H -6.624 0.557 2.433
H -3.159 0.762 -2.096
H -1.009 -0.134 -2.897
H 4.284 -2.621 1.197
*
```

The SMILES is C=CCn1c(O)c(Cc2ccc(OCC)cc2)c(=O)[nH]c1=O. For the HOMO energy, the calculation gives -8.4 eV.


b | Formula: C16H18N2O4
Source: the OMol25 dataset
Level of theory: ωB97M-V/def2-TZVPD

Structure (ORCA input):
```
! RIJCOSX wB97M-V def2-TZVPD def2/J DEFGRID3
* xyz 0 1
C -2.975 -3.577 -0.183
O -3.320 -2.172 -0.509
C -2.601 -1.269 -0.165
C -1.363 -1.565 0.238
C -0.678 -0.357 0.757
C 0.679 -0.518 1.190
O 0.885 -1.430 2.051
N 1.630 0.591 1.130
C 3.011 0.509 1.242
C 4.036 0.198 0.310
C 3.603 -0.770 -0.790
C 4.530 -0.544 -1.865
N 5.607 -0.173 -1.726
C 6.066 0.541 -0.711
C 5.219 0.881 0.265
C -1.233 0.874 0.668
C -2.440 1.195 -0.150
O -2.973 2.400 -0.383
C -2.311 3.525 0.259
C -3.246 0.077 -0.452
O -4.401 -0.010 -0.907
C -5.314 1.385 -0.883
H -3.687 -4.232 -0.596
H -2.832 -3.720 0.806
H -2.248 -3.668 -0.765
H -0.963 -2.338 0.850
H 1.355 1.274 0.609
H 3.090 -0.358 2.150
H 3.337 1.209 1.918
H 2.598 -1.142 -0.824
H 4.228 -1.416 -2.734
H 7.048 1.067 -0.803
H 5.505 1.343 1.026
H -0.597 1.913 0.904
H -1.267 3.492 -0.373
H -2.067 3.506 1.289
H -2.782 4.508 -0.171
H -5.459 1.711 -0.004
H -6.207 0.655 -1.358
H -4.859 2.038 -1.548
*
```

The SMILES is COc1cc(C(=O)NCc2ccncc2)cc(OC)c1OC. For the HOMO energy, the calculation gives -7.4 eV.


Of them, b has the lowest stability.


a | Formula: C3H4N2
Source: the OMol25 dataset
Level of theory: ωB97M-V/def2-TZVPD

Structure (ORCA input):
```
! RIJCOSX wB97M-V def2-TZVPD def2/J DEFGRID3
* xyz 0 1
C 0.653 -0.046 -0.990
C 0.769 0.929 -0.036
N 0.017 0.505 0.973
N -0.876 -0.347 0.605
C -0.523 -0.859 -0.635
H 1.424 -0.283 -1.773
H 1.488 1.732 0.326
H -1.407 -0.979 1.365
H -0.887 -1.724 -0.996
*
```

The SMILES is c1cn[nH]c1. For the HOMO energy, the calculation gives -8.7 eV.


b | Formula: C3H4N2
Source: the OMol25 dataset
Level of theory: ωB97M-V/def2-TZVPD

Structure (ORCA input):
```
! RIJCOSX wB97M-V def2-TZVPD def2/J DEFGRID3
* xyz 0 1
C 0.960 1.632 -0.709
C 0.385 0.580 -0.708
C -0.266 -0.691 -0.631
H 1.649 2.423 -0.942
H -1.254 -0.767 -1.228
H -0.516 -0.984 0.489
H 0.475 -1.325 -1.119
N -0.553 -0.937 2.274
N -0.879 0.068 2.573
*
```

The SMILES is C#CC.N#N. For the HOMO energy, the calculation gives -9.9 eV.


Of them, a has the lowest stability.


a | Formula: C3H4N2
Source: the OMol25 dataset
Level of theory: ωB97M-V/def2-TZVPD

Structure (ORCA input):
```
! RIJCOSX wB97M-V def2-TZVPD def2/J DEFGRID3
* xyz 0 1
C -1.181 -0.364 -0.228
C 0.217 -0.026 -0.136
C 0.994 0.612 0.701
N 2.172 0.337 -0.322
N 1.407 -0.287 -1.098
H -1.702 0.311 0.419
H -1.300 -1.279 0.253
H -1.586 -0.522 -1.227
H 0.979 1.218 1.638
*
```

The SMILES is CC1=CN=N1. For the HOMO energy, the calculation gives -9.4 eV.


b | Formula: C3H4N2
Source: the OMol25 dataset
Level of theory: ωB97M-V/def2-TZVPD

Structure (ORCA input):
```
! RIJCOSX wB97M-V def2-TZVPD def2/J DEFGRID3
* xyz 0 1
N -1.233 -1.121 0.243
C -0.690 1.269 -0.186
C 0.581 0.830 -0.035
C 0.886 -0.544 -0.053
N -0.083 -1.440 -0.163
H -1.881 -1.824 -0.161
H -0.908 2.254 0.262
H 1.438 1.501 0.074
H 1.890 -0.926 0.018
*
```

For the HOMO energy (alpha / beta), the calculation gives -8.4 / -8.7 eV.


Of them, b has the lowest stability.


a | Formula: C6H10O
Source: the OMol25 dataset
Level of theory: ωB97M-V/def2-TZVPD

Structure (ORCA input):
```
! RIJCOSX wB97M-V def2-TZVPD def2/J DEFGRID3
* xyz 0 1
C -1.947 -0.611 0.308
C -0.827 -0.142 -0.623
O -0.602 1.255 -0.415
C 0.786 1.566 -0.448
C 1.514 0.270 -0.159
C 1.035 -0.502 1.040
C 0.499 -0.817 -0.322
H -1.860 -0.100 1.276
H -1.851 -1.688 0.489
H -2.939 -0.403 -0.108
H -1.099 -0.325 -1.676
H 1.095 1.975 -1.424
H 0.970 2.342 0.306
H 2.539 0.156 -0.503
H 0.332 -0.020 1.716
H 1.713 -1.208 1.511
H 0.725 -1.762 -0.801
*
```

The SMILES is C[C@H]1OC[C@H]2C[C@H]21. For the HOMO energy, the calculation gives -9.6 eV.


b | Formula: C6H10O
Source: the OMol25 dataset
Level of theory: ωB97M-V/def2-TZVPD

Structure (ORCA input):
```
! RIJCOSX wB97M-V def2-TZVPD def2/J DEFGRID3
* xyz 0 1
C -1.080 -1.005 -0.425
C 0.246 -1.173 -0.493
C 1.235 -0.080 -0.867
C 1.610 0.428 0.535
O 0.550 -0.111 1.360
C -0.840 0.566 1.226
C -1.603 0.372 -0.132
H -1.705 -1.821 -0.069
H 0.684 -2.131 -0.240
H 2.058 -0.484 -1.474
H 0.751 0.697 -1.466
H 2.607 0.052 0.846
H 1.644 1.516 0.669
H -0.564 1.580 1.470
H -1.460 0.101 2.008
H -2.709 0.374 -0.043
H -1.370 1.153 -0.869
*
```

The SMILES is C1=CCCOCC1. For the HOMO energy, the calculation gives -8.4 eV.


c | Formula: C6H10O
Source: the OMol25 dataset
Level of theory: ωB97M-V/def2-TZVPD

Structure (ORCA input):
```
! RIJCOSX wB97M-V def2-TZVPD def2/J DEFGRID3
* xyz 0 1
C -1.642 1.487 -0.757
C -0.287 1.179 -0.238
C 0.383 -1.430 -0.500
C 1.115 -1.171 0.778
C 1.769 -0.816 -0.516
O 0.735 -0.106 1.618
C -0.328 0.688 1.153
H -2.506 1.278 -0.104
H -1.770 0.926 -1.696
H -1.644 2.534 -1.081
H -0.527 -0.872 -0.699
H 0.303 -2.444 -0.873
H 1.466 -2.013 1.369
H 2.554 -1.442 -0.922
H 1.889 0.250 -0.673
H -1.295 0.273 1.497
H -0.217 1.679 1.643
*
```

For the HOMO energy, the calculation gives -8.4 eV.


d | Formula: C6H10O
Source: the OMol25 dataset
Level of theory: ωB97M-V/def2-TZVPD

Structure (ORCA input):
```
! RIJCOSX wB97M-V def2-TZVPD def2/J DEFGRID3
* xyz 0 1
C 1.705 -0.581 -0.162
C 0.948 0.571 0.500
C 0.094 1.488 -0.370
C -1.270 -0.601 -1.326
C -1.606 -0.909 -0.018
C -1.153 -0.333 1.183
O 0.041 0.082 1.542
H 2.426 -0.169 -0.878
H 1.057 -1.275 -0.701
H 2.269 -1.145 0.588
H 1.672 1.155 1.074
H 0.252 1.307 -1.431
H 0.204 2.540 -0.122
H -1.531 -1.369 -2.059
H -2.367 -1.659 0.227
H -0.943 1.249 -0.108
H -1.798 -0.351 2.061
*
```

For the HOMO energy (alpha / beta), the calculation gives -7.8 / -7.3 eV.


Of them, c has the lowest stability.


a | Formula: C6H10O
Source: the OMol25 dataset
Level of theory: ωB97M-V/def2-TZVPD

Structure (ORCA input):
```
! RIJCOSX wB97M-V def2-TZVPD def2/J DEFGRID3
* xyz 0 1
C 1.367 1.020 1.202
C 0.243 1.681 1.152
C -0.958 0.988 1.550
C -1.301 -0.360 1.319
O -0.645 -1.288 0.471
C -0.032 -0.614 -0.684
C -0.288 -1.462 -1.920
H 1.306 0.086 1.673
H 2.304 1.423 0.838
H 0.284 2.726 0.745
H -1.841 1.461 1.985
H -2.195 -0.827 1.733
H 1.017 -0.628 -0.648
H -0.539 0.321 -0.817
H -1.324 -1.683 -2.010
H 0.342 -2.342 -1.939
H -0.084 -0.948 -2.788
*
```

The SMILES is C=C/C=C\OCC. For the HOMO energy, the calculation gives -8.4 eV.


b | Formula: C6H10O
Source: the OMol25 dataset
Level of theory: ωB97M-V/def2-TZVPD

Structure (ORCA input):
```
! RIJCOSX wB97M-V def2-TZVPD def2/J DEFGRID3
* xyz 0 1
O 2.281 -1.173 0.727
C 1.928 -0.536 -0.244
C 0.520 -0.076 -0.353
C -0.124 1.082 -0.186
C -1.624 0.835 -0.125
C -1.663 -0.654 0.252
C -0.470 -1.211 -0.519
H 2.613 -0.389 -1.102
H 0.302 2.075 -0.067
H -2.091 0.995 -1.109
H -2.144 1.478 0.592
H -1.432 -0.748 1.321
H -2.609 -1.160 0.044
H -0.086 -2.165 -0.150
H -0.698 -1.322 -1.590
H 2.661 1.186 1.473
H 2.637 1.782 1.036
*
```

The SMILES is O=CC1=CCCC1.[H][H]. For the HOMO energy, the calculation gives -9.5 eV.


c | Formula: C6H10O
Source: the OMol25 dataset
Level of theory: ωB97M-V/def2-TZVPD

Structure (ORCA input):
```
! RIJCOSX wB97M-V def2-TZVPD def2/J DEFGRID3
* xyz 0 1
C -0.701 1.108 1.657
O 0.543 1.199 1.221
C 0.396 1.045 -0.552
C 1.226 0.126 -1.171
C 0.826 -1.308 -0.994
C -0.653 -1.169 -0.602
C -0.864 0.330 -0.719
H -1.218 2.054 1.900
H -0.886 0.335 2.423
H -1.368 0.699 0.702
H 0.467 2.093 -0.825
H 2.120 0.404 -1.728
H 0.917 -1.860 -1.937
H 1.455 -1.826 -0.257
H -1.308 -1.730 -1.273
H -0.846 -1.517 0.419
H -1.660 0.734 -1.343
*
```

For the HOMO energy, the calculation gives -8.3 eV.


Of them, c has the lowest stability.